# C5H6N2O

C5H6N2O in the gas phase (ωB97M-V/def2-TZVPD, OMol25).

Structure (XYZ):
```
14
Properties=species:S:1:pos:R:3:mulliken_charge:R:1
C 0.67691 -0.23413 0.98425 -0.569
C 0.36340 0.86087 0.28519 0.181
C -0.43640 2.37324 0.30104 -0.289
C -0.30688 0.47883 -0.88392 0.205
C -0.49883 -0.96696 -0.73537 -0.592
H 1.45961 -2.65381 -0.23410 0.374
H 1.11481 -0.44473 2.05754 0.313
H 0.28958 3.27053 0.33848 0.245
H -1.31696 2.36273 1.06154 0.255
H -1.83432 1.87618 -1.28687 0.244
H -1.13746 -1.97949 -1.10146 0.284
N 0.22627 -1.33814 0.33286 0.179
N -0.87394 1.78915 -1.10130 -0.429
O 0.89617 -2.58244 0.60460 -0.403
```

HOMO, eV: -7.69
DFT total energy, eV: -10303.28757
ΔE to the lowest compared entry with this formula, charge and spin, kcal/mol: 145.6
LUMO level, eV: 0.8
Gap between HOMO and LUMO, eV: 8.494